1.
C27H29CrN9O5S2Se3Te | the ωB97M-V functional and the def2-TZVPD basis

Max |F| in eV/Å: 1.09
Frontier orbital gap (spin up / spin down) in eV: 3.9 / 5.1
E_LUMO (spin up / spin down) in eV: 3.45 / 3.45
Charge: -2
Multiplicity: 5

Element x y z (Å)
Cr1 -2.394 2.751 -1.171
N1 -4.168 0.012 1.780
C1 -3.572 0.982 1.011
S1 -3.791 0.865 -0.703
N2 -2.869 1.866 1.651
N3 -2.213 2.782 0.834
C2 -1.464 3.593 1.487
C3 -0.677 4.667 0.943
C4 0.194 5.350 1.807
C5 0.942 6.426 1.387
C6 0.812 6.864 0.060
C7 -0.019 6.211 -0.818
C8 -0.765 5.074 -0.417
O1 -1.502 4.482 -1.284
H1 -4.814 -0.598 1.313
H2 -4.317 0.212 2.753
H3 -1.428 3.446 2.565
H4 0.276 5.002 2.833
H5 1.611 6.932 2.072
H6 1.372 7.731 -0.276
H7 -0.135 6.527 -1.847
Se1 -2.518 2.394 -3.547
Se2 -2.373 4.564 -4.376
Te1 -3.862 5.884 -2.711
Se3 -4.510 4.009 -1.181
C9 2.077 1.980 -2.589
C10 0.859 2.580 -2.283
N4 0.310 2.478 -1.075
C11 0.975 1.786 -0.156
C12 2.140 1.050 -0.371
C13 2.708 1.184 -1.646
C14 2.668 0.231 0.716
C15 3.256 -1.031 0.712
C16 3.404 -2.004 -0.298
C17 4.090 -3.233 -0.025
C18 4.245 -4.134 -1.035
N5 3.764 -3.941 -2.293
C19 3.071 -2.806 -2.436
N6 2.859 -1.844 -1.555
H8 2.507 2.126 -3.573
H9 0.323 3.175 -3.013
H10 0.552 1.811 0.846
H11 3.657 0.711 -1.858
H12 2.526 0.670 1.702
H13 3.625 -1.370 1.679
H14 4.484 -3.433 0.966
H15 4.777 -5.068 -0.872
H16 2.617 -2.651 -3.415
C20 -1.332 -3.616 4.023
C21 -1.369 -4.901 3.203
S2 -1.483 -4.588 1.438
O2 -2.510 -3.598 1.237
O3 -1.610 -5.869 0.786
C22 0.143 -3.930 1.086
C23 0.381 -3.523 -0.355
N7 -0.307 -2.328 -0.861
C24 -0.543 -1.129 -0.250
N8 -0.889 -0.190 -1.116
C25 -0.868 -0.767 -2.330
C26 -0.517 -2.081 -2.214
N9 -0.435 -3.015 -3.276
O4 -0.642 -2.588 -4.399
O5 -0.176 -4.187 -3.041
C27 -0.500 -0.880 1.216
H17 -1.551 -3.824 5.071
H18 -2.079 -2.916 3.646
H19 -0.355 -3.134 3.977
H20 -2.264 -5.490 3.411
H21 -0.489 -5.531 3.340
H22 0.806 -4.767 1.310
H23 0.316 -3.127 1.795
H24 0.113 -4.346 -1.006
H25 1.453 -3.360 -0.466
H26 -1.093 -0.231 -3.240
H27 0.510 -1.017 1.610
H28 -1.221 -1.514 1.731
H29 -0.797 0.152 1.383

=====

2.
C27H29N7O3RhSSe | the ωB97M-V functional and the def2-TZVPD basis

ΔE to the lowest compared entry with this formula, charge and spin in eV: 2.947
Max |F| in eV/Å: 2.05
Frontier orbital gap (spin up / spin down) in eV: 4.9 / 5.5
E_LUMO (spin up / spin down) in eV: -5.89 / -5.25
Charge: +1

Element x y z (Å)
Rh1 -0.490 -0.533 -1.259
N1 6.445 6.997 -1.225
C1 5.664 6.161 -1.242
C2 4.704 5.121 -1.259
C3 4.773 4.122 -2.229
C4 3.842 3.107 -2.235
C5 2.816 3.071 -1.288
C6 2.742 4.089 -0.335
C7 3.680 5.099 -0.312
C8 1.820 1.992 -1.328
C9 2.264 0.655 -1.369
C10 3.611 0.220 -1.349
C11 3.600 -1.142 -1.586
C12 2.259 -1.513 -1.723
N2 1.445 -0.459 -1.559
C13 0.466 2.335 -1.521
C14 -0.048 3.613 -1.884
C15 -1.362 3.419 -2.250
C16 -1.630 2.046 -2.092
N3 -0.552 1.406 -1.615
H1 5.553 4.151 -2.973
H2 3.876 2.349 -3.000
H3 1.957 4.070 0.405
H4 3.632 5.873 0.438
H5 4.467 0.838 -1.166
H6 4.437 -1.806 -1.652
H7 1.894 -2.502 -1.944
H8 0.516 4.522 -1.903
H9 -2.066 4.149 -2.600
H10 -2.552 1.537 -2.312
C17 -2.460 1.258 3.612
C18 -2.362 -0.225 3.221
C19 -3.754 -0.854 3.247
C20 -1.415 -0.966 4.166
N4 -1.873 -0.387 1.851
N5 -0.718 0.229 1.391
H11 -2.918 1.333 4.593
H12 -3.078 1.806 2.904
H13 -1.480 1.727 3.664
H14 -4.162 -0.825 4.252
H15 -3.712 -1.892 2.930
H16 -4.435 -0.315 2.590
H17 -1.838 -1.013 5.164
H18 -0.454 -0.463 4.238
H19 -1.260 -1.979 3.805
H20 -2.591 -0.353 1.133
H21 0.030 0.162 2.081
H22 -0.854 1.202 1.109
C21 -3.834 -2.610 -1.649
S1 -3.162 -0.991 -2.057
O1 -2.023 -1.186 -2.989
O2 -4.205 -0.157 -2.551
O3 -2.565 -0.487 -0.777
H23 -3.913 -3.171 -2.570
H24 -4.812 -2.478 -1.204
H25 -3.159 -3.096 -0.954
Se1 -0.756 -3.414 -2.729
N6 -0.462 -2.518 -1.130
C22 -0.195 -3.433 -0.183
C23 0.144 -3.167 1.147
C24 0.330 -4.226 2.018
C25 0.185 -5.547 1.598
C26 -0.121 -5.842 0.278
C27 -0.286 -4.797 -0.635
N7 -0.539 -4.948 -1.943
H26 0.268 -2.139 1.457
H27 0.599 -4.025 3.043
H28 0.314 -6.347 2.310
H29 -0.236 -6.855 -0.066

=====

3.
C27H29NO3 | the ωB97M-V functional and the def2-TZVPD basis

ΔE to the lowest compared entry with this formula, charge and spin in eV: 2.614
Max |F| in eV/Å: 2.18
Structure (SMILES): COc1ccc(C=C2C(=O)c3ccccc3C2=O)cc1.C1=C(N2CCCCC2)CCC1
Frontier orbital gap in eV: 6.5
E_LUMO in eV: -0.68
Charge: 0

Element x y z (Å)
C1 -5.396 -1.268 -2.350
C2 -4.682 -0.157 -1.599
C3 -3.228 -0.027 -2.056
N1 -2.497 -1.291 -2.035
C4 -1.142 -1.246 -2.044
C5 -0.343 -0.137 -2.174
C6 1.100 -0.461 -2.254
C7 1.161 -1.974 -1.897
C8 -0.282 -2.508 -1.938
C9 -3.193 -2.464 -2.571
C10 -4.647 -2.571 -2.121
H1 -6.427 -1.358 -1.999
H2 -5.417 -1.035 -3.421
H3 -5.177 0.804 -1.767
H4 -4.699 -0.367 -0.522
H5 -3.227 0.396 -3.079
H6 -2.722 0.692 -1.399
H7 -0.707 0.880 -2.304
H8 1.511 -0.320 -3.264
H9 1.724 0.142 -1.584
H10 1.812 -2.516 -2.586
H11 1.570 -2.084 -0.887
H12 -0.508 -3.107 -1.043
H13 -0.406 -3.178 -2.804
H14 -3.187 -2.428 -3.679
H15 -2.658 -3.372 -2.269
H16 -4.673 -2.826 -1.053
H17 -5.117 -3.388 -2.678
C11 4.429 5.552 -0.661
O1 3.273 5.839 0.165
C12 2.504 4.779 0.513
C13 2.765 3.468 0.046
C14 1.987 2.423 0.489
C15 0.901 2.629 1.370
C16 0.108 1.528 1.846
C17 0.617 0.329 2.242
C18 -0.241 -0.811 2.702
O2 -1.463 -0.869 2.695
C19 0.713 -1.859 3.171
C20 2.029 -1.407 3.037
C21 3.115 -2.188 3.409
C22 2.868 -3.467 3.910
C23 1.542 -3.935 4.040
C24 0.459 -3.126 3.682
C25 2.053 -0.041 2.457
O3 3.084 0.587 2.232
C26 0.626 3.960 1.790
C27 1.420 5.013 1.399
H18 4.926 6.514 -0.767
H19 5.096 4.827 -0.174
H20 4.128 5.165 -1.644
H21 3.599 3.260 -0.627
H22 2.246 1.429 0.132
H23 -0.958 1.696 1.995
H24 4.116 -1.779 3.298
H25 3.701 -4.105 4.201
H26 1.363 -4.937 4.427
H27 -0.574 -3.448 3.786
H28 -0.216 4.115 2.466
H29 1.245 6.029 1.749

=====

4.
C27H30Br2Cl42NO4P | the ωB97M-V functional and the def2-TZVPD basis

Max |F| in eV/Å: 4.67
Frontier orbital gap in eV: 7.3
E_LUMO in eV: -1.85
Charge: 0

Element x y z (Å)
C1 3.522 -3.037 1.919
C2 3.717 -1.484 1.498
C3 2.933 -0.621 2.608
Br1 4.055 0.042 4.104
C4 2.088 0.502 1.867
C5 2.592 1.647 1.223
Br2 4.522 2.008 1.157
C6 1.569 2.674 0.529
O1 1.935 3.393 -0.427
C7 0.053 2.778 1.049
P1 -1.015 4.329 0.862
N1 -1.668 4.843 2.226
C8 -0.457 1.599 1.652
C9 -1.925 1.450 2.256
C10 -2.866 0.466 1.414
C11 -4.322 0.240 2.112
C12 -4.294 -1.223 2.787
O2 -4.098 -1.395 4.016
O3 -4.510 -2.418 2.005
C13 0.491 0.310 1.798
O4 0.034 -0.853 1.824
H1 3.791 -3.733 1.046
H2 4.098 -3.302 2.871
H3 2.400 -3.227 2.107
H4 4.807 -1.190 1.373
H5 3.116 -1.372 0.523
H6 2.169 -1.343 3.075
H7 -2.004 4.000 -0.134
H8 -0.237 5.419 0.324
H9 -1.377 5.810 2.434
H10 -2.449 2.457 2.383
H11 -1.782 1.043 3.325
H12 -2.962 0.896 0.357
H13 -2.434 -0.586 1.281
H14 -4.540 1.056 2.868
H15 -5.072 0.169 1.261
H16 -3.690 -2.608 1.494
C14 5.743 -3.388 5.741
Cl1 4.798 -2.422 6.882
Cl2 4.768 -4.706 5.075
Cl3 6.378 -2.368 4.441
H17 6.582 -3.826 6.277
C15 -4.701 7.342 0.582
Cl4 -4.850 7.007 2.312
Cl5 -2.997 7.463 0.115
Cl6 -5.518 6.090 -0.366
H18 -5.181 8.296 0.375
C16 -5.061 7.625 -4.300
Cl7 -4.656 8.488 -2.809
Cl8 -5.628 5.988 -3.937
Cl9 -6.280 8.515 -5.222
H19 -4.161 7.548 -4.907
C17 4.883 0.920 -3.026
Cl10 5.261 -0.734 -2.519
Cl11 3.671 1.637 -1.958
Cl12 6.350 1.911 -3.056
H20 4.475 0.884 -4.033
C18 -6.172 -4.194 5.222
Cl13 -6.681 -5.359 3.996
Cl14 -7.545 -3.214 5.756
Cl15 -5.426 -5.019 6.597
H21 -5.431 -3.532 4.776
C19 -7.169 -3.473 -1.095
Cl16 -6.949 -1.717 -1.088
Cl17 -8.773 -3.894 -1.710
Cl18 -5.909 -4.254 -2.060
H22 -7.089 -3.833 -0.071
C20 6.800 -6.243 0.685
Cl19 6.287 -7.798 0.014
Cl20 6.052 -4.910 -0.204
Cl21 6.403 -6.151 2.407
H23 7.880 -6.162 0.578
C21 -6.937 10.760 -8.691
Cl22 -5.489 11.768 -8.570
Cl23 -6.509 9.110 -9.165
Cl24 -7.823 10.757 -7.160
H24 -7.583 11.179 -9.459
C22 3.872 -6.675 -2.786
Cl25 2.890 -5.709 -1.677
Cl26 2.924 -8.016 -3.450
Cl27 4.524 -5.659 -4.082
H25 4.707 -7.092 -2.229
C23 6.286 5.843 0.222
Cl28 6.521 6.109 1.956
Cl29 4.643 5.279 -0.103
Cl30 6.628 7.323 -0.686
H26 6.983 5.074 -0.103
C24 0.529 -6.740 -6.612
Cl31 -0.927 -6.133 -5.812
Cl32 1.969 -6.353 -5.659
Cl33 0.411 -8.486 -6.876
H27 0.617 -6.252 -7.581
C25 -3.449 6.325 6.032
Cl34 -4.832 7.320 5.550
Cl35 -2.542 5.792 4.611
Cl36 -2.400 7.216 7.145
H28 -3.824 5.443 6.547
C26 -3.643 -3.593 -6.987
Cl37 -2.764 -2.077 -6.745
Cl38 -2.690 -4.716 -7.967
Cl39 -4.058 -4.326 -5.430
H29 -4.565 -3.373 -7.519
C27 10.126 -8.316 1.810
Cl40 9.146 -7.353 2.926
Cl41 9.177 -9.646 1.134
Cl42 10.776 -7.297 0.517
H30 10.960 -8.740 2.365

=====

5.
C27H30BrClN3O7Sr | the ωB97M-V functional and the def2-TZVPD basis

ΔE to the lowest compared entry with this formula, charge and spin in eV: 0.214
Max |F| in eV/Å: 0.90
Frontier orbital gap in eV: 6.8
E_LUMO in eV: 1.99
Charge: -1

Element x y z (Å)
Sr1 2.100 -1.219 -0.177
O1 -0.991 -3.667 -3.035
C1 -1.232 -4.785 -2.330
C2 -2.060 -5.755 -2.905
C3 -2.344 -6.924 -2.232
C4 -1.810 -7.153 -0.966
C5 -0.989 -6.200 -0.398
C6 -0.681 -5.008 -1.058
C7 0.205 -3.982 -0.430
O2 0.369 -2.885 -1.055
N1 0.769 -4.338 0.714
N2 1.543 -3.353 1.223
C8 2.299 -3.650 2.206
C9 3.181 -2.658 2.813
C10 3.974 -3.056 3.891
C11 4.813 -2.134 4.490
C12 4.837 -0.839 3.998
C13 4.018 -0.529 2.923
N3 3.208 -1.404 2.343
H1 -0.400 -3.113 -2.465
H2 -2.464 -5.552 -3.889
H3 -2.988 -7.663 -2.694
H4 -2.034 -8.068 -0.432
H5 -0.556 -6.349 0.580
H6 2.326 -4.663 2.608
H7 3.923 -4.078 4.243
H8 5.436 -2.423 5.326
H9 5.474 -0.077 4.426
H10 4.008 0.473 2.507
O3 5.934 -1.521 -2.159
Cl1 4.722 -1.511 -1.441
O4 4.739 -2.391 -0.308
O5 4.405 -0.183 -0.932
O6 3.588 -1.895 -2.260
C14 -4.292 4.520 0.580
C15 -2.931 4.768 1.246
C16 -2.362 6.105 0.745
C17 -3.155 4.890 2.753
C18 -1.971 3.634 0.892
C19 -1.398 2.805 1.839
C20 -0.537 1.794 1.451
Br1 0.215 0.671 2.793
C21 -0.179 1.538 0.113
O7 0.643 0.592 -0.191
C22 -0.790 2.388 -0.868
C23 -1.646 3.390 -0.447
C24 -0.493 2.161 -2.351
C25 -0.871 0.728 -2.757
C26 -1.298 3.101 -3.256
C27 0.993 2.426 -2.636
H11 -4.988 5.331 0.812
H12 -4.724 3.581 0.931
H13 -4.195 4.457 -0.505
H14 -3.036 6.928 0.998
H15 -2.229 6.098 -0.338
H16 -1.390 6.300 1.199
H17 -3.841 5.715 2.958
H18 -2.221 5.092 3.281
H19 -3.593 3.980 3.168
H20 -1.612 2.927 2.892
H21 -2.099 4.024 -1.197
H22 -1.940 0.560 -2.606
H23 -0.331 -0.013 -2.171
H24 -0.650 0.569 -3.816
H25 -2.374 2.963 -3.129
H26 -1.054 2.882 -4.298
H27 -1.057 4.151 -3.074
H28 1.630 1.787 -2.031
H29 1.242 3.467 -2.413
H30 1.214 2.242 -3.692

=====

6.
C27H30FeNO | the ωB97M-V functional and the def2-TZVPD basis

Max |F| in eV/Å: 3.69
Frontier orbital gap (spin up / spin down) in eV: 6.9 / 7.2
E_LUMO (spin up / spin down) in eV: 0.66 / -0.64
Charge: 0
Multiplicity: 6

Element x y z (Å)
C1 1.949 -1.331 2.123
C2 0.611 -1.911 2.330
C3 0.219 -2.534 1.098
H1 0.178 -2.111 3.310
C4 1.255 -2.356 0.148
C5 2.291 -1.599 0.737
H2 3.226 -1.328 0.251
H3 2.618 -1.058 2.939
H4 -0.699 -3.097 0.949
H5 1.281 -2.783 -0.849
C6 0.367 2.082 1.025
C7 0.712 2.262 2.408
C8 2.032 1.745 2.601
H6 0.123 2.809 3.142
C9 2.508 1.253 1.348
C10 1.482 1.445 0.360
H7 1.571 1.199 -0.700
H8 -0.543 2.450 0.565
H9 2.621 1.850 3.510
H10 3.512 0.890 1.163
Fe1 0.707 0.206 1.861
O1 1.646 -0.656 -2.757
C11 0.296 -1.088 -3.150
C12 1.536 -1.352 -3.985
H11 -0.122 -1.890 -2.537
H12 -0.393 -0.335 -3.550
H13 1.891 -2.388 -4.007
H14 3.020 -2.036 -6.071
C13 2.652 -1.016 -6.180
C14 1.821 -0.521 -5.160
C15 1.395 0.825 -5.203
H15 0.820 1.242 -4.373
C16 1.720 1.622 -6.295
H16 1.367 2.652 -6.311
C17 2.500 1.102 -7.338
H17 2.749 1.733 -8.195
C18 2.975 -0.216 -7.279
H18 3.598 -0.625 -8.077
C19 -2.814 1.762 3.983
N1 -2.739 0.368 4.353
C20 -2.653 0.144 5.773
C21 -1.866 -0.474 3.572
C22 -2.172 -0.313 2.112
C23 -3.486 -0.592 1.690
C24 -3.844 -0.390 0.356
C25 -2.867 0.020 -0.562
C26 -1.540 0.220 -0.137
C27 -1.201 0.080 1.207
H19 -3.545 2.232 4.657
H20 -3.154 1.881 2.946
H21 -1.849 2.298 4.093
H22 -2.718 -0.933 5.975
H23 -1.709 0.523 6.209
H24 -3.488 0.668 6.249
H25 -0.794 -0.263 3.805
H26 -2.068 -1.517 3.876
H27 -4.197 -0.942 2.446
H28 -4.876 -0.559 0.041
H29 -3.126 0.176 -1.610
H30 -0.789 0.474 -0.884